Arrangement P

Molecular formula: C5H10Si
Method: DFT, the ωB97M-V functional and the def2-TZVPD basis

```
16
Properties=species:S:1:pos:R:3:nbo_charge:R:1
C -0.58 -0.92 -1.88 -1.202
Si -1.26 -0.24 -0.45 1.482
C -2.48 -1.14 0.74 -1.117
C -0.75 1.36 0.60 -1.096
H 0.22 -0.34 -2.37 0.242
H -1.24 -1.64 -2.30 0.236
H -3.45 -1.09 0.30 0.240
H -2.30 -2.30 0.82 0.255
H -2.52 -0.68 1.72 0.240
H -1.33 2.26 0.26 0.243
H -1.09 1.14 1.70 0.233
H 0.27 1.65 0.67 0.243
C 4.46 0.26 0.52 -0.236
C 3.83 0.40 -0.48 -0.233
H 4.83 0.40 1.50 0.233
H 3.39 0.87 -1.34 0.236
```

frontier orbital gap: 8.842 eV
highest occupied orbital energy: -8.216 eV
SMILES: C=[Si](C)C.C#C
spin multiplicity: 1

---

Arrangement Q

Molecular formula: C5H10Si
Method: DFT, the ωB97M-V functional and the def2-TZVPD basis

```
16
Properties=species:S:1:pos:R:3:nbo_charge:R:1
C 1.86 -1.71 -1.78 -0.189
C 1.25 -1.14 -0.90 -0.497
C -2.32 -0.65 -0.40 -0.836
C 0.80 0.00 2.12 -1.086
C 0.08 1.62 -0.66 -1.102
Si 0.23 -0.03 0.26 1.410
H 2.52 -2.23 -2.42 0.226
H -2.71 -0.20 0.53 0.198
H -2.01 0.03 -1.21 0.199
H -2.60 -1.71 -0.60 0.213
H 0.88 0.92 2.59 0.244
H 0.26 -0.59 2.87 0.255
H 1.80 -0.23 2.16 0.242
H -0.82 2.07 -0.34 0.237
H 0.87 2.24 -0.49 0.230
H -0.11 1.61 -1.74 0.255
```

frontier orbital gap: 8.578 eV
highest occupied orbital energy: -7.904 eV
spin multiplicity: 1

---

Which structure above is the least stable? It is arrangement P.